(1)
A structure of composition C21H20BCl2N10S2V in a non-equilibrium geometry. Source: the Open Molecules 2025 dataset; level of theory: ωB97M-V/def2-TZVPD.

```
! wB97M-V def2-TZVPD RIJCOSX def2/J DEFGRID3
* xyz 0 3
V 0.4877 0.0566 -1.1558
N -2.3146 0.4622 -4.4533
C -1.5727 0.2482 -3.3527
S 0.1159 -0.0189 -3.5377
N -2.2070 0.2152 -2.2002
N -1.4316 0.0252 -1.1244
C -2.0256 -0.2903 0.0016
C -3.4806 -0.5133 0.1202
C -3.9464 -1.7631 0.5246
C -5.3083 -1.9974 0.6268
C -6.2111 -0.9853 0.3360
C -5.7492 0.2597 -0.0679
C -4.3898 0.4945 -0.1892
C -1.1148 -0.5173 1.0961
C -1.5094 -0.7660 2.4121
C -0.5448 -1.0363 3.3581
C 0.7917 -1.0809 2.9695
C 1.1114 -0.7919 1.6624
N 0.1894 -0.4848 0.7471
H -1.8920 0.3935 -5.3588
H -3.3147 0.5170 -4.3630
H -3.2358 -2.5527 0.7381
H -5.6668 -2.9731 0.9278
H -7.2746 -1.1696 0.4130
H -6.4542 1.0496 -0.2919
H -4.0226 1.4596 -0.5101
H -2.5614 -0.7422 2.6553
H -0.8270 -1.2266 4.3848
H 1.5662 -1.3281 3.6803
H 2.1386 -0.8113 1.3250
Cl 2.8687 -0.0931 -1.5451
C 3.3291 -1.7491 -1.2916
C 4.6748 -2.0601 -1.2290
C 5.0589 -3.3736 -1.0301
C 4.0931 -4.3535 -0.8595
C 2.7516 -4.0234 -0.8990
Cl 1.5809 -5.2599 -0.6176
C 2.3148 -2.7066 -1.1501
S 0.6334 -2.3426 -1.3321
H 5.4122 -1.2755 -1.3358
H 6.1072 -3.6338 -0.9951
H 4.3748 -5.3829 -0.6864
N 2.8197 3.5987 3.7241
N 2.7456 3.1041 2.4477
N 3.4263 3.6258 1.4605
C 3.1351 2.7865 0.4747
N 2.3146 1.8081 0.8753
N 2.0760 2.0265 2.1467
H 3.0674 4.5763 3.6948
H 1.9646 3.4133 4.2269
H 3.5202 2.9007 -0.5223
B 0.3787 4.5743 -1.1060
C 0.4464 3.0483 -1.2648
N 0.4882 1.8899 -1.3535
H -0.2372 4.9875 -2.0574
H -0.2002 4.7843 -0.0658
H 1.5093 4.9974 -1.0830
*
```

The calculation puts the HOMO energy (alpha / beta) at -7.3 / -7.4 eV. The relative energy (zero: lowest compared OMol25 entry of this formula, charge and spin) is 125.0 kJ/mol.

***

(2)
A structure of composition C21H20BCoN3O2Se2Te2 in a non-equilibrium geometry. Source: the Open Molecules 2025 dataset; level of theory: ωB97M-V/def2-TZVPD.

```
! wB97M-V def2-TZVPD RIJCOSX def2/J DEFGRID3
* xyz -2 4
Co 0.0852 -0.0638 0.1255
C -3.2274 2.6047 0.3655
C -3.6834 2.5978 -0.9726
C -3.0025 1.8679 -1.8999
C -1.8535 1.1191 -1.5292
N -1.4298 1.1296 -0.2080
C -2.1116 1.8558 0.6767
C -1.0888 0.3308 -2.4068
C -1.3362 0.2010 -3.7993
C -0.5346 -0.5911 -4.5695
C 0.5443 -1.2641 -3.9697
C 0.7418 -1.0931 -2.6126
N -0.0281 -0.3443 -1.8345
H -3.7348 3.1620 1.1402
H -4.5665 3.1618 -1.2517
H -3.3360 1.8410 -2.9289
H -1.7408 1.8294 1.6935
H -2.1685 0.7329 -4.2404
H -0.7272 -0.6962 -5.6318
H 1.2028 -1.9120 -4.5305
H 1.5648 -1.5983 -2.1272
Se 2.0725 -0.9861 0.5740
Te 2.6056 -3.2535 -0.2679
Te -0.9117 -3.9191 1.3470
Se -1.5794 -1.7854 0.3911
N 0.0559 0.6139 3.0662
C 0.0670 0.3390 1.9396
C 5.7431 6.6162 -0.2322
C 4.2162 6.7270 -0.1009
C 3.7051 7.8437 -1.0231
C 3.8938 7.1226 1.3416
C 3.5739 5.3937 -0.4920
C 3.7664 4.8972 -1.7823
C 3.2302 3.6838 -2.2124
C 2.4819 2.9639 -1.3068
O 1.8597 1.7718 -1.4411
B 1.2503 1.4738 -0.1879
O 1.5253 2.5618 0.6776
C 2.2800 3.4461 -0.0161
C 2.8092 4.6467 0.4095
H 6.2242 7.5519 0.0707
H 6.0359 6.3981 -1.2596
H 6.1166 5.8103 0.4018
H 4.1451 8.8053 -0.7398
H 2.6191 7.9261 -0.9500
H 3.9611 7.6464 -2.0644
H 4.3724 8.0774 1.5740
H 4.2637 6.3764 2.0463
H 2.8184 7.2395 1.4870
H 4.3575 5.4630 -2.4939
H 3.3979 3.3249 -3.2195
H 2.6152 4.9696 1.4232
*
```

The calculation puts the HOMO energy (alpha / beta) at 0.1 / -0.9 eV. The relative energy (zero: lowest compared OMol25 entry of this formula, charge and spin) is 162.8 kJ/mol.

***

(3)
A structure of composition C21H20BrCl4N3O4Tc in a non-equilibrium geometry. Source: the Open Molecules 2025 dataset; level of theory: ωB97M-V/def2-TZVPD.

```
! wB97M-V def2-TZVPD RIJCOSX def2/J DEFGRID3
* xyz 0 4
Tc 0.7820 0.1734 0.3245
Cl 4.8384 -5.3787 0.2267
C 3.6953 -4.1962 -0.2761
C 3.0772 -4.3055 -1.5153
Cl 3.4618 -5.6342 -2.5374
C 2.1401 -3.3528 -1.9426
Cl 1.3861 -3.6571 -3.4662
C 1.8475 -2.2591 -1.1355
O 0.9720 -1.2221 -1.3547
C 2.4691 -2.1408 0.1456
O 2.1874 -1.1485 0.9286
C 3.3847 -3.1321 0.5535
Cl 4.1006 -2.9793 2.1055
C 0.2830 -0.5261 5.6486
C 0.5235 0.5117 4.6068
C 0.6706 1.8644 4.9179
C 0.9325 2.7840 3.9201
C 1.0214 2.3221 2.6154
Br 1.4750 3.5267 1.2457
N 0.8472 1.0396 2.2930
C 0.6194 0.1588 3.2760
H -0.1825 -0.0916 6.5287
H 1.2213 -0.9872 5.9563
H -0.3664 -1.3113 5.2705
H 0.5888 2.1969 5.9408
H 1.0741 3.8338 4.1318
H 0.5130 -0.8685 2.9567
C -1.7853 -0.2081 -3.7022
C -1.1573 -0.8839 -2.4835
C -1.6607 -2.3119 -2.3159
C 0.3613 -0.7694 -2.5954
H -2.8697 -0.1666 -3.6001
H -1.5616 -0.7587 -4.6158
H -1.4183 0.8103 -3.8244
H -1.4516 -0.3106 -1.5921
H -1.4745 -2.9107 -3.2022
H -2.7343 -2.3057 -2.1355
H -1.1865 -2.8051 -1.4699
H 0.6607 0.2828 -2.6572
H 0.7787 -1.3146 -3.4367
C -1.7300 3.9157 -2.6125
N -1.8427 3.0659 -1.4493
C -2.9682 3.0793 -0.6745
C -3.1088 2.2693 0.3916
C -2.0271 1.3486 0.7286
O -2.0327 0.5727 1.6908
N -0.9432 1.3762 -0.0936
C -0.8146 2.1841 -1.1647
O 0.2059 2.1494 -1.8590
H -2.2471 4.8551 -2.4237
H -2.1630 3.4332 -3.4937
H -0.6761 4.1095 -2.8010
H -3.7249 3.7883 -0.9814
H -3.9908 2.2847 1.0083
*
```

The calculation puts the HOMO energy (alpha / beta) at -7.6 / -7.2 eV. The relative energy (zero: lowest compared OMol25 entry of this formula, charge and spin) is 122.0 kJ/mol.

***

(4)
A structure of composition C21H20Cl5MnN7OS in a non-equilibrium geometry. Source: the Open Molecules 2025 dataset; level of theory: ωB97M-V/def2-TZVPD.

```
! wB97M-V def2-TZVPD RIJCOSX def2/J DEFGRID3
* xyz 0 6
Mn 1.2091 -0.0442 -0.0154
C 4.9652 -1.8754 -3.3559
C 3.9816 -1.4527 -4.4457
N 3.3086 -0.2060 -4.1244
C 2.3196 -0.1267 -3.2033
S 1.4660 -1.5560 -2.7229
N 1.9578 1.0598 -2.8307
N 1.1467 1.2370 -1.7901
C 0.2895 2.2039 -1.8549
C 0.0863 2.9667 -3.1258
C -0.3691 2.5576 -0.6048
C -1.5213 3.3396 -0.5320
C -2.0278 3.6652 0.7121
C -1.3227 3.2877 1.8439
C -0.1859 2.5114 1.6836
N 0.2424 2.0937 0.5016
H 5.3438 -2.8748 -3.5646
H 4.4621 -1.8903 -2.3896
H 5.8025 -1.1808 -3.2975
H 3.2101 -2.2160 -4.5645
H 4.4900 -1.3200 -5.4012
H 3.8525 0.6395 -4.2154
H 1.0553 3.0560 -3.6175
H -0.3226 3.9578 -2.9453
H -0.5710 2.4200 -3.8038
H -2.0263 3.6556 -1.4332
H -2.9493 4.2242 0.8020
H -1.6483 3.5789 2.8319
H 0.4071 2.2036 2.5361
Cl -2.4531 -1.6967 -1.9507
C -1.2804 -2.2222 -0.7895
C -0.1514 -1.4958 -0.4959
C 0.7951 -1.9509 0.3603
Cl 3.2177 0.2240 0.4560
C 0.6450 -3.1242 1.0586
Cl 1.8330 -3.6917 2.1710
C -0.5336 -3.8510 0.8415
Cl -0.8205 -5.2916 1.7442
C -1.4886 -3.4068 -0.0803
Cl -2.9338 -4.3203 -0.3212
C -0.4872 -0.7401 4.9769
N -1.4055 -0.4563 3.8886
C -2.7286 -0.3018 4.0881
C -3.5670 0.0028 3.0741
C -2.9815 0.1537 1.7822
N -1.6818 0.0186 1.5934
C -0.8451 -0.2489 2.6155
O 0.3854 -0.2883 2.5160
N -3.7222 0.5314 0.7267
H -1.0301 -0.8044 5.9170
H 0.2599 0.0511 5.0293
H 0.0360 -1.6765 4.7854
H -3.0744 -0.4117 5.1068
H -4.6260 0.1374 3.2263
H -4.7238 0.4930 0.7869
H -3.2891 0.4514 -0.1797
*
```

The calculation puts the HOMO energy (alpha / beta) at -7.9 / -7.9 eV. The relative energy (zero: lowest compared OMol25 entry of this formula, charge and spin) is 275.8 kJ/mol.

***

(5)
An isolated molecule of C21H20ClN5O. Source: the Open Molecules 2025 dataset; level of theory: ωB97M-V/def2-TZVPD.

```
! wB97M-V def2-TZVPD RIJCOSX def2/J DEFGRID3
* xyz 0 1
C -6.2908 0.7110 0.6773
C -6.1071 1.2278 -0.5271
C -5.6546 2.6367 -0.7634
N -4.4347 2.6820 -1.5520
C -3.2888 2.0059 -1.3297
C -2.3951 2.4025 -2.3009
C -1.0264 1.9414 -2.4785
N -0.2544 2.4285 -3.4438
N 0.9314 1.7913 -3.3229
C 0.9136 0.9212 -2.2982
C -0.3154 0.9769 -1.7282
C -0.4077 0.0340 -0.5787
N 0.9407 -0.5916 -0.5998
C 1.3265 -1.2169 0.5488
O 0.5517 -1.2991 1.4878
C 2.6569 -1.9332 0.6741
C 3.1546 -1.8868 2.0868
C 3.0269 -2.9610 2.9582
C 3.4930 -2.8909 4.2617
C 4.0942 -1.7288 4.7205
C 4.2195 -0.6360 3.8772
C 3.7474 -0.7286 2.5798
Cl 3.8884 0.6702 1.5457
C 2.7671 -3.2489 -0.0659
C 3.7088 -2.1354 -0.3891
C 1.8224 -0.0745 -1.6672
C -3.1159 3.3416 -3.0683
N -4.3443 3.5032 -2.6087
H -6.6344 -0.3059 0.8110
H -6.1086 1.2941 1.5730
H -6.2835 0.6304 -1.4163
H -6.3898 3.1962 -1.3404
H -5.5026 3.1520 0.1877
H -3.2011 1.3029 -0.5174
H 1.6749 2.0257 -3.9540
H -0.5657 0.5220 0.3844
H -1.1773 -0.7340 -0.6875
H 2.5349 -3.8589 2.6083
H 3.3782 -3.7407 4.9212
H 4.4602 -1.6651 5.7366
H 4.6740 0.2840 4.2172
H 3.1386 -4.1076 0.4744
H 1.9834 -3.4650 -0.7800
H 3.6388 -1.6570 -1.3495
H 4.7186 -2.2114 -0.0084
H 2.1025 -0.8604 -2.3737
H 2.7295 0.3669 -1.2497
H -2.7786 3.8893 -3.9325
*
```

The calculation puts the HOMO energy at -8.3 eV. The structure (SMILES) is C=CCn1cc(-c2n[nH]c3c2CN(C(=O)C2(c4ccccc4Cl)CC2)C3)cn1. The relative energy (zero: lowest compared OMol25 entry of this formula, charge and spin) is 190.3 kJ/mol.

***

Number 3 is which compound? C21H20BrCl4N3O4Tc